[1]
Entry from the OMol25 dataset: C63H47Cl2N8O6P2Sn as an isolated structure (wB97M-V/def2-TZVPD).

XYZ file:
```
129
Properties=species:S:1:pos:R:3:lowdin_charge:R:1
Sn -1.25880 0.05341 -1.22607 1.2609
Cl -3.55013 -2.46964 -7.22417 0.6193
C -2.83068 -1.34444 -6.10333 -0.6865
C -3.32888 -1.28839 -4.81298 -0.0516
C -2.76008 -0.43728 -3.86711 -0.2193
N -3.09537 -0.44468 -2.50551 -0.0183
C -4.28964 -0.89696 -2.09662 -0.4731
O -5.32353 -1.00992 -2.75689 0.0159
C -4.32922 -1.39369 -0.65554 -0.1869
C -5.46367 -2.04476 -0.18526 -0.0061
C -5.43059 -2.59714 1.08346 -0.0704
C -4.27325 -2.48254 1.84439 -0.0655
C -3.19609 -1.80576 1.29815 -0.1475
N -3.23127 -1.27863 0.07939 0.0390
C -1.68455 0.38504 -4.25015 -0.2216
C -1.20619 0.33022 -5.55281 -0.0449
C -1.76886 -0.53344 -6.47770 -0.6855
Cl -1.12006 -0.57110 -8.09426 0.6189
N -1.11354 1.17199 -3.22996 -0.0229
C -0.73670 2.43275 -3.50384 -0.5081
O -0.79856 3.01817 -4.58770 0.0151
C -0.24088 3.19516 -2.29974 -0.1852
C -0.24594 4.52511 -2.28404 0.0244
C 0.23250 5.28539 -1.08933 -0.1736
C 0.97880 4.42014 -0.03710 -0.1516
C 0.82993 2.95099 -0.25897 -0.1047
N 0.24548 2.39943 -1.22814 0.0355
H -4.16177 -1.91673 -4.53626 0.1049
H -6.32693 -2.10155 -0.83317 0.1108
H -6.29312 -3.12273 1.47544 0.0992
H -4.19624 -2.92246 2.82982 0.0964
H -2.26330 -1.69176 1.84288 0.0722
H -0.39108 0.97200 -5.85073 0.1059
H -0.58989 5.04804 -3.16846 0.1210
H 0.80982 6.15077 -1.41774 0.1373
H 2.03282 4.65424 0.12397 0.1417
H 1.24495 2.29493 0.51339 0.1068
C -1.49795 2.27537 4.95815 -0.1689
N -1.57967 1.65504 3.63794 -0.5543
P -0.62349 0.36607 3.06654 1.0007
C 1.12913 0.93290 3.11045 -0.3611
C 1.93030 0.44766 2.07465 -0.1292
C 3.27855 0.77627 1.99290 -0.0757
C 3.84300 1.60852 2.94757 -0.0863
C 3.05722 2.10161 3.98230 -0.0868
C 1.71380 1.76591 4.06533 -0.0893
C -0.64463 -0.81499 4.47794 -0.3503
C -1.68384 -0.83765 5.40362 -0.1100
C -1.74890 -1.82933 6.37661 -0.0914
C -0.78566 -2.82496 6.42285 -0.1014
C 0.24535 -2.82459 5.48996 -0.0886
C 0.31449 -1.83000 4.52758 -0.0897
P -2.73249 2.11040 2.42734 1.0056
C -4.01527 3.02023 3.38496 -0.3772
C -3.85374 4.31886 3.86764 -0.0984
C -4.89275 4.96250 4.52155 -0.0845
C -6.11304 4.31860 4.69403 -0.0947
C -6.29265 3.03336 4.20648 -0.0891
C -5.24867 2.39165 3.54997 -0.1025
C -1.91265 3.53384 1.63517 -0.3847
C -0.67405 3.94212 1.91884 -0.0666
C 0.03700 4.97068 1.08665 -0.1748
C -0.81578 5.70211 0.00553 -0.1815
C -2.20245 5.16920 -0.17741 -0.0470
C -2.68337 4.15840 0.53496 -0.0866
H -0.93728 1.63006 5.63278 0.0659
H -2.49119 2.42026 5.38137 0.0713
H -1.00480 3.25227 4.92215 0.0728
H 1.48312 -0.18742 1.31442 0.0784
H 3.87763 0.39306 1.17608 0.0949
H 4.88944 1.88026 2.88364 0.1003
H 3.49681 2.74540 4.73474 0.0991
H 1.12637 2.15955 4.88201 0.0860
H -2.46191 -0.08439 5.35755 0.0914
H -2.56076 -1.82501 7.09404 0.0988
H -0.84391 -3.60565 7.17136 0.0964
H 0.99158 -3.60946 5.50686 0.1004
H 1.12034 -1.84480 3.80166 0.1022
H -2.91020 4.83044 3.71367 0.1035
H -4.75733 5.97200 4.89048 0.0997
H -6.92553 4.82715 5.19830 0.0983
H -7.24749 2.53511 4.32099 0.1002
H -5.39045 1.39431 3.14701 0.0953
H -0.12150 3.49397 2.74116 0.0855
H 0.58045 5.65807 1.73629 0.1366
H -0.85475 6.78728 0.12994 0.1348
H -2.80707 5.62782 -0.95344 0.1153
H -3.68729 3.78915 0.34885 0.1038
N 6.41031 -1.80520 -1.84853 0.1644
C 7.74095 -1.59689 -2.13964 -0.1948
C 8.87732 -2.38411 -1.98601 -0.0291
C 10.07598 -1.83116 -2.39673 -0.1063
C 10.13661 -0.53918 -2.94354 -0.1042
C 9.00051 0.23224 -3.09566 -0.0210
C 7.78243 -0.30777 -2.68748 -0.2294
N 6.50970 0.24037 -2.73208 0.1798
C 5.72917 -0.67612 -2.23004 -0.2761
C 4.27117 -0.56225 -2.07276 -0.1480
C 3.55435 0.33414 -2.85476 0.0109
C 2.18314 0.41847 -2.67860 -0.1000
N 1.51652 -0.31678 -1.78711 0.0489
C 2.20207 -1.19022 -1.05302 -0.1301
C 3.57590 -1.34314 -1.15935 -0.0153
H 5.99356 -2.64801 -1.49608 0.1522
H 8.83085 -3.38296 -1.57006 0.1054
H 10.98725 -2.40676 -2.29670 0.0953
H 11.09575 -0.14501 -3.25362 0.0944
H 9.04071 1.22559 -3.52368 0.1092
H 4.06581 0.94441 -3.58643 0.1140
H 1.58597 1.09410 -3.27892 0.1038
H 1.61718 -1.79152 -0.36233 0.0899
H 4.08176 -2.05032 -0.51231 0.1088
O -0.14302 -3.02949 -0.16518 -0.0226
C -0.52254 -2.99342 -1.34115 -0.6131
O -0.90826 -1.95780 -1.98212 -0.2105
C -0.53001 -4.26507 -2.15929 -0.1153
C -1.02157 -4.26406 -3.45868 0.0011
C -1.01852 -5.42340 -4.24101 0.0243
C -0.50093 -6.55321 -3.66048 -0.2189
O -0.37876 -7.80871 -4.20782 0.0210
C 0.28278 -8.60355 -3.22652 -0.1502
O 0.42714 -7.82349 -2.04483 0.0171
C -0.01687 -6.55749 -2.36889 -0.2066
C -0.01431 -5.43514 -1.58684 0.0679
H -1.40813 -3.33667 -3.86122 0.1096
H -1.40279 -5.42730 -5.25275 0.1192
H 1.26897 -8.89532 -3.59829 0.1299
H -0.31920 -9.48692 -3.00888 0.1299
H 0.35349 -5.42431 -0.56991 0.1257
```

Its orbital gap is 6.45 eV. Its total charge is -1. The calculation puts the electronic energy at -139758.28052 eV. The calculation puts the relative energy (zero: lowest compared OMol25 entry of this formula, charge and spin) at 0.0 kJ/mol. As for the spin multiplicity: 1.

[2]
Entry from the OMol25 dataset: C63H48F5NO7P2SSbSe2TeV as an isolated structure at a distorted geometry (wB97M-V/def2-TZVPD).

XYZ file:
```
132
Properties=species:S:1:pos:R:3:lowdin_charge:R:1
V -0.55252 -0.81333 0.05129 0.2364
C 4.18321 4.22391 4.06835 -0.0807
O 3.20343 3.63523 4.90994 -0.0763
C 2.37693 2.72914 4.33792 -0.2983
C 1.45330 2.11117 5.22014 -0.0274
C 0.59087 1.18548 4.72554 -0.0313
C 0.55898 0.81089 3.35260 -0.0802
C -0.48449 -0.05315 2.91592 -0.3781
C -1.45715 -0.65820 3.87753 -0.0463
O -0.65656 -0.32251 1.69829 -0.3858
C 1.54265 1.39630 2.47088 -0.3325
O 1.68214 1.14585 1.23956 -0.3149
C 2.42183 2.38324 3.01990 0.0500
H 4.79315 4.85725 4.70772 0.0866
H 3.72237 4.83365 3.28755 0.0931
H 4.81407 3.46479 3.60074 0.0829
H 1.44183 2.39641 6.26508 0.1072
H -0.12198 0.73277 5.40239 0.1042
H -0.93093 -1.25646 4.62154 0.0971
H -2.12790 -1.31395 3.33354 0.0359
H -2.03884 0.11851 4.37611 0.0831
H 3.13917 2.81207 2.33414 0.1135
Te -3.13856 1.66378 1.42200 1.3586
C -4.64065 3.12002 1.17202 -0.5430
C -4.77206 4.16226 2.08399 -0.1456
C -5.75270 5.12318 1.88205 -0.1823
N -6.60837 5.11033 0.85567 0.0277
C -6.47640 4.09472 -0.00751 -0.1632
C -5.52155 3.09440 0.10309 -0.1295
C -2.98882 1.22505 -0.71087 -0.8017
P -3.10529 -0.64037 -0.69618 0.8821
C -3.39992 -1.05230 -2.46138 -0.3488
C -3.91381 -0.12955 -3.36440 -0.1200
C -4.14697 -0.49387 -4.68722 -0.0930
C -3.85929 -1.78471 -5.11248 -0.1020
C -3.33847 -2.71069 -4.21466 -0.0752
C -3.11419 -2.34762 -2.89440 -0.0807
C -4.78206 -0.92309 0.00540 -0.3818
C -4.87397 -1.47563 1.28228 -0.1268
C -6.10564 -1.60617 1.91192 -0.0897
C -7.26353 -1.19620 1.26223 -0.1064
C -7.18457 -0.67609 -0.02427 -0.0951
C -5.95040 -0.55077 -0.65342 -0.0916
P -1.15857 1.37640 -0.84314 0.8481
C -0.68795 1.48261 -2.63222 -0.3112
C 0.51847 0.96902 -3.09417 -0.0906
C 0.84337 1.05314 -4.44391 -0.0785
C -0.01233 1.69182 -5.32835 -0.1002
C -1.19800 2.25453 -4.86492 -0.0972
C -1.53531 2.14200 -3.52352 -0.1033
C -0.83963 3.16157 -0.47489 -0.3557
C -1.87152 4.09184 -0.61199 -0.1334
C -1.64739 5.43846 -0.36471 -0.0873
C -0.37897 5.88286 -0.00277 -0.1082
C 0.65528 4.96629 0.11970 -0.0876
C 0.42538 3.61217 -0.11000 -0.0806
H -4.09684 4.24054 2.93089 0.0872
H -5.84924 5.96013 2.56906 0.0911
H -7.17475 4.09184 -0.84015 0.0944
H -5.44637 2.30753 -0.63982 0.0726
H -4.12867 0.87693 -3.01891 0.0811
H -4.54719 0.23049 -5.38788 0.0930
H -4.03435 -2.06965 -6.14409 0.0900
H -3.09760 -3.71306 -4.54592 0.1016
H -2.68441 -3.06312 -2.19966 0.1043
H -3.96998 -1.82543 1.76836 0.0742
H -6.16263 -2.02785 2.90887 0.0972
H -8.22495 -1.28168 1.75672 0.0907
H -8.08599 -0.36396 -0.54017 0.0939
H -5.89694 -0.15590 -1.66124 0.0944
H 1.20524 0.49919 -2.40136 0.0697
H 1.76088 0.59702 -4.79647 0.1044
H 0.23504 1.74602 -6.38374 0.0907
H -1.85616 2.77764 -5.54994 0.0915
H -2.46378 2.56076 -3.14738 0.0919
H -2.85777 3.74808 -0.90144 0.0738
H -2.46999 6.13981 -0.45066 0.0978
H -0.20199 6.93598 0.18646 0.0894
H 1.65020 5.29977 0.39786 0.0942
H 1.21524 2.88730 0.04003 0.0695
F -0.53940 -8.82444 -0.56002 0.0925
C -0.61945 -7.57007 -0.08517 -0.1522
C 0.50474 -6.77670 -0.02172 -0.1462
F 1.68424 -7.28647 -0.42210 0.0903
C 0.41721 -5.49066 0.46927 -0.2846
F 1.55234 -4.80333 0.59166 0.0839
C -0.79228 -4.93469 0.87913 -0.5013
Se -0.91805 -3.13670 1.47153 0.7901
C -1.89285 -5.77722 0.84587 -0.2596
F -3.08696 -5.36134 1.28919 0.0602
C -1.82101 -7.07445 0.36504 -0.1519
F -2.91181 -7.86271 0.34007 0.0863
O 1.17605 -2.35426 -3.54812 -0.4398
Se 0.63221 -2.57066 -2.03769 0.8210
O 1.86331 -2.23921 -0.93388 -0.6906
O -0.53940 -1.38615 -1.67887 -0.6334
O -0.00824 -4.03778 -1.80151 -0.4143
S 1.71852 -0.62113 0.16180 0.8163
Sb 6.52021 -1.00844 -0.06174 1.4376
C 5.32855 -2.69500 -0.60559 -0.4125
C 4.64320 -2.74714 -1.81712 -0.1239
C 3.93344 -3.88917 -2.17646 -0.0917
C 3.92266 -4.99402 -1.33880 -0.0883
C 4.60306 -4.95212 -0.12622 -0.0948
C 5.30252 -3.80868 0.24028 -0.1576
C 5.47227 0.41480 -1.26511 -0.4079
C 4.43457 1.19321 -0.75788 -0.1302
C 3.74235 2.06313 -1.59546 -0.0776
C 4.06321 2.14536 -2.94476 -0.0952
C 5.11497 1.39003 -3.45362 -0.1027
C 5.82419 0.53958 -2.61289 -0.1721
C 5.55602 -0.59564 1.80917 -0.4056
C 6.19825 0.24784 2.72134 -0.1612
C 5.63550 0.50159 3.96960 -0.1153
C 4.41844 -0.08101 4.31125 -0.0978
C 3.76672 -0.90719 3.40477 -0.0720
C 4.33434 -1.17087 2.16253 -0.1338
H 4.61991 -1.88454 -2.47285 0.0915
H 3.36687 -3.89730 -3.09952 0.0993
H 3.36255 -5.87942 -1.61621 0.0955
H 4.57890 -5.80734 0.53930 0.0989
H 5.80816 -3.77604 1.20093 0.0893
H 4.14051 1.10641 0.28206 0.0682
H 2.93457 2.66602 -1.19787 0.0879
H 3.48155 2.78305 -3.59897 0.0984
H 5.37682 1.45786 -4.50374 0.0929
H 6.65089 -0.04133 -3.01330 0.0844
H 7.14731 0.70682 2.45805 0.0770
H 6.14854 1.14220 4.67816 0.0923
H 3.97741 0.11352 5.28248 0.1002
H 2.81120 -1.35162 3.65753 0.1115
H 3.81506 -1.82344 1.47113 0.0654
```

Its orbital gap (alpha / beta) is 6.01 / 6.01 eV. Its total charge is -2. The expectation value of S² is 2.025. The calculation puts the electronic energy at -295141.92225 eV. The calculation puts the relative energy (zero: lowest compared OMol25 entry of this formula, charge and spin) at 96.4 kJ/mol. As for the spin multiplicity: 3.

[3]
Entry from the OMol25 dataset: C63H48I4MoN8OS4 as an isolated structure at a distorted geometry (wB97M-V/def2-TZVPD).

XYZ file:
```
129
Properties=species:S:1:pos:R:3:lowdin_charge:R:1
Mo 1.41658 0.71485 -0.38694 1.2737
I -4.14822 8.86705 -0.05104 0.8289
C -3.08352 7.03645 -0.08034 -0.7085
C -3.76622 5.85105 -0.28264 -0.1370
C -3.06232 4.66045 -0.32214 -0.0310
C -1.68312 4.65385 -0.15514 -0.2012
C -1.01672 5.85695 0.06556 -0.0190
C -1.71222 7.05015 0.09946 -0.1447
C -0.87862 3.41665 -0.21844 -0.1097
C -0.22742 3.01645 0.96406 -0.2630
C -0.58032 3.48715 2.24646 -0.0045
C 0.08448 2.69565 3.15536 -0.0268
C 0.87168 1.79015 2.41086 -0.2789
C 1.74908 0.83405 2.96716 -0.1160
C 1.52178 0.43025 4.37126 -0.1917
C 0.94648 -0.82115 4.57216 -0.0246
C 0.61808 -1.26105 5.83936 -0.1545
C 0.87698 -0.43935 6.92266 -0.7127
I 0.32168 -1.07885 8.86626 0.8300
C 1.47228 0.79795 6.74976 -0.1432
C 1.79028 1.23185 5.47376 -0.0283
C 2.80528 0.29925 2.25556 -0.2538
N 2.97088 0.46725 0.90416 -0.0528
C 4.29288 0.18905 0.64756 -0.2081
C 4.89728 0.36695 -0.58024 -0.0718
C 6.35398 0.10975 -0.68684 -0.2204
C 6.81898 -1.13195 -1.10114 -0.0184
C 8.17638 -1.37835 -1.19894 -0.1406
C 9.06898 -0.37025 -0.88094 -0.7096
I 11.14948 -0.73165 -1.04564 0.8302
C 8.62638 0.87085 -0.46024 -0.1439
C 7.26638 1.10585 -0.36174 -0.0151
C 4.21388 0.71755 -1.75064 -0.2327
C 4.78808 0.68105 -3.04674 0.0254
C 3.75868 0.79655 -3.93914 0.0320
C 2.57008 0.95045 -3.17984 -0.2765
N 2.85918 0.95135 -1.84024 -0.1219
C 1.29118 1.13125 -3.73294 -0.0842
C 0.21058 1.60035 -3.01334 -0.2842
C -0.92002 2.27415 -3.60074 -0.0115
C -1.47132 3.02545 -2.62274 0.0260
C -0.74682 2.74385 -1.41264 -0.2237
N 0.22138 1.79305 -1.65544 -0.0391
C 1.10828 0.88755 -5.18154 -0.2079
C 1.08748 1.92065 -6.10894 -0.0316
C 0.85428 1.65475 -7.44624 -0.1458
C 0.63958 0.34875 -7.84744 -0.7088
I 0.26448 -0.05895 -9.89024 0.8290
C 0.66218 -0.69275 -6.93804 -0.1353
C 0.90278 -0.42025 -5.60464 -0.0020
C 4.93198 -0.27405 1.84446 0.0240
C 4.00188 -0.24875 2.82926 0.0331
N 0.67928 1.99265 1.06606 -0.0624
H -4.83782 5.85095 -0.40784 0.0958
H -3.57692 3.72325 -0.46324 0.0985
H 0.05578 5.86085 0.19596 0.1268
H -1.18872 7.97855 0.26396 0.0933
H -1.28142 4.27365 2.44806 0.1239
H 0.07128 2.77955 4.22406 0.1101
H 0.73688 -1.43515 3.71116 0.0837
H 0.15558 -2.22815 5.97106 0.0979
H 1.69158 1.41855 7.60546 0.0952
H 2.25388 2.19735 5.34076 0.1257
H 6.10568 -1.90405 -1.34584 0.1298
H 8.53008 -2.34675 -1.51824 0.0951
H 9.33408 1.64695 -0.21064 0.0938
H 6.91228 2.07155 -0.03374 0.1259
H 5.83468 0.55885 -3.25004 0.1178
H 3.81358 0.79275 -5.01064 0.1197
H -1.20262 2.22215 -4.63354 0.1197
H -2.29772 3.70445 -2.70034 0.1149
H 1.25258 2.93725 -5.78294 0.1270
H 0.83248 2.46025 -8.16384 0.0933
H 0.48608 -1.70735 -7.25984 0.0960
H 0.91568 -1.21585 -4.87494 0.1197
H 5.96208 -0.56775 1.90666 0.1164
H 4.12998 -0.50145 3.86296 0.1169
C 0.20728 -3.39295 1.80536 -0.1187
C 0.59208 -2.41375 0.73626 -0.7224
S 0.07818 -0.76305 1.02506 0.7156
C 1.31868 -2.70895 -0.35754 -0.7476
C 1.86258 -4.07215 -0.67534 -0.1212
S 1.73378 -1.44395 -1.48444 0.7187
H -0.64712 -3.00145 2.35386 0.0488
H 1.03548 -3.53165 2.50256 0.0823
H -0.04482 -4.36405 1.38636 0.0623
H 1.13008 -4.85865 -0.49754 0.0634
H 2.73518 -4.28275 -0.05494 0.0819
H 2.17588 -4.10825 -1.71544 0.0576
C -2.50832 -5.89355 -0.04964 -0.0996
C -2.21892 -4.52425 -0.64254 -0.2239
C -3.03212 -3.42705 0.05466 -0.1758
N -2.71332 -2.12365 -0.48524 0.0276
C -2.96172 -1.75045 -1.74574 -0.8657
S -2.00052 -0.66305 -2.53164 0.7135
N -4.01772 -2.35815 -2.40974 0.0980
C -5.30082 -2.60855 -1.95364 -0.4373
O -6.02472 -3.37925 -2.54144 0.1005
C -5.70932 -1.81645 -0.76094 -0.1627
C -6.30482 -2.43455 0.33426 -0.0391
C -6.66632 -1.68225 1.43486 -0.0875
C -6.48272 -0.30965 1.43016 -0.0943
C -5.96242 0.31705 0.31146 -0.1310
C -5.55472 -0.43405 -0.77594 -0.0443
H -1.86942 -6.64445 -0.50434 0.0711
H -3.54222 -6.17315 -0.22494 0.0734
H -2.33422 -5.89455 1.02316 0.0680
H -2.46182 -4.53075 -1.70674 0.1126
H -1.15712 -4.29175 -0.55144 0.0804
H -2.80852 -3.40345 1.12166 0.1022
H -4.09642 -3.62805 -0.06214 0.0972
H -1.91932 -1.64525 -0.06934 0.0237
H -3.86202 -2.53985 -3.39234 0.1415
H -6.47232 -3.50265 0.32126 0.1192
H -7.09892 -2.16575 2.29796 0.1009
H -6.75342 0.26795 2.30186 0.1036
H -5.85342 1.39065 0.29666 0.0860
H -5.13272 0.06235 -1.63714 0.1154
S -2.93992 1.08625 0.83626 0.7739
C -2.87662 0.17185 2.19816 -0.8320
N -2.26372 0.71095 3.32386 0.0887
C -2.21292 0.05675 4.49036 -0.0712
C -2.78422 -1.17905 4.59736 -0.0411
C -3.34882 -1.70965 3.41236 -0.1205
N -3.39092 -1.07095 2.28576 0.0900
H -1.79672 1.61135 3.19816 0.0964
H -1.71292 0.54885 5.31396 0.1326
H -2.78882 -1.72485 5.52356 0.1007
H -3.77492 -2.70625 3.41156 0.1161
```

Its orbital gap (alpha / beta) is 4.88 / 4.94 eV. Its total charge is 0. The calculation puts the electronic energy at -157681.01582 eV. The calculation puts the relative energy (zero: lowest compared OMol25 entry of this formula, charge and spin) at 0.0 kJ/mol. As for the spin multiplicity: 1.